[1]
DFT (the ωB97M-V functional and the def2-TZVPD basis) results for a cluster of 2 separate species, C2H2Br3F in total.

Its LUMO energy (alpha / beta) is -3.2 / -2.0 eV. As for the spin multiplicity: 1. As for the electronic energy: -7899.21484 hartree.

Each line ends with the natural charge from an NBO analysis.
CARTESIAN COORDINATES (ANGSTROEM)
Br 1.78 -1.38 1.41  0.00
Br -0.80 2.32 -1.67  -0.33
Br -1.47 0.25 1.74  0.24
F -1.66 -0.75 -0.69  -0.30
C -0.75 -0.18 0.14  0.38
C 0.77 -0.29 0.00  -0.53
H 1.07 0.73 0.03  0.27
H 1.07 -0.70 -0.97  0.27


[2]
DFT (the ωB97M-V functional and the def2-TZVPD basis) results for a cluster of 7 separate species, H14O7 in total.

Its LUMO energy is 0.2 eV. As for the spin multiplicity: 1. Its SMILES is O.O.O.O.O.O.O. As for the electronic energy: -535.05351 hartree.

Each line ends with the natural charge from an NBO analysis.
CARTESIAN COORDINATES (ANGSTROEM)
O -0.32 16.01 -19.62  -0.97
O -3.57 17.37 -18.46  -0.97
O -4.32 19.53 -15.94  -0.93
O -1.42 16.02 -17.15  -0.96
O -5.37 15.53 -17.60  -0.97
O -2.98 14.47 -19.02  -0.94
O -3.60 15.33 -15.33  -0.96
H -3.54 13.97 -18.41  0.47
H -3.58 14.37 -15.33  0.47
H -3.67 18.27 -18.53  0.49
H -4.46 15.63 -15.53  0.49
H -6.27 15.74 -17.42  0.47
H -1.65 15.24 -16.65  0.50
H -0.97 16.07 -18.89  0.48
H -3.00 15.34 -18.65  0.47
H -0.82 15.63 -20.32  0.47
H -4.97 16.36 -17.75  0.49
H -3.13 17.12 -17.66  0.50
H -3.69 20.24 -15.96  0.47
H -4.85 19.84 -15.25  0.46
H -0.58 16.28 -16.86  0.49


[3]
DFT (the ωB97M-V functional and the def2-TZVPD basis) results for a cluster of 3 separate species, C4H13NO2 in total.

Its LUMO energy is 0.7 eV. As for the spin multiplicity: 1. Its SMILES is C=CCCN.O.O. As for the electronic energy: -365.37850 hartree.

Each line ends with the natural charge from an NBO analysis.
CARTESIAN COORDINATES (ANGSTROEM)
O -3.18 -1.94 -2.43  -0.95
O 3.34 -2.28 3.43  -0.93
N -1.05 -0.17 1.42  -0.83
C 0.97 1.67 -1.22  -0.17
C 0.26 0.55 -0.55  -0.46
C -0.47 0.99 0.72  -0.20
C 0.40 2.57 -2.03  -0.40
H 0.86 3.54 -2.15  0.20
H -3.65 -2.59 -1.91  0.48
H -2.67 -1.35 -1.88  0.47
H 2.81 -3.09 3.48  0.46
H -0.47 0.09 -1.22  0.19
H 0.26 1.46 1.38  0.19
H 4.09 -2.60 2.92  0.46
H 2.03 1.85 -1.08  0.20
H 0.92 -0.29 -0.29  0.22
H -0.45 2.36 -2.69  0.19
H -1.63 0.21 2.15  0.36
H -1.62 -0.68 0.75  0.34
H -1.23 1.71 0.40  0.17


[4]
DFT (the ωB97M-V functional and the def2-TZVPD basis) results for the ion C7H11N3 with charge +2.

Its LUMO energy (alpha / beta) is -7.5 / -12.0 eV. As for the spin multiplicity: 3. The charge is +2. As for the electronic energy: -436.73733 hartree.

Each line ends with the Mulliken spin population.
CARTESIAN COORDINATES (ANGSTROEM)
N -0.69 0.82 1.55  0.02
N 0.66 0.08 -0.36  0.30
N 1.33 1.66 1.28  0.02
C 0.08 1.84 1.70  0.00
C -0.39 -1.67 1.24  0.02
C -1.50 -0.05 -2.70  0.73
C 0.69 -0.27 -1.59  0.39
C 0.14 -0.31 0.92  0.00
C -0.36 -0.66 -2.39  0.38
C 1.50 0.31 0.78  -0.03
H -0.03 -1.39 -3.17  0.05
H -1.75 0.83 -2.05  0.05
H 0.17 -2.53 0.79  0.00
H -0.29 -1.74 2.30  0.00
H -1.30 -1.74 0.75  0.00
H -2.29 -0.64 -3.23  0.03
H 1.96 2.41 1.11  0.00
H 1.57 -0.12 -2.10  0.04
H 2.43 -0.24 0.99  0.00
H -0.19 2.70 2.37  0.00
H -1.73 0.70 1.80  0.00


Max |F| list, top to bottom, in eV/Å: 2.3, 3.0, 1.4, 6.6